1.
89
Properties=species:S:1:pos:R:3 method="wB97M-V/def2-TZVPD" orbital_gap_ev=6.600 lumo_ha=0.151 largest_force_ev_per_a=1.33 total_charge=-2 energy_ha=-7137.9807
Sr -1.20 1.06 1.69
F -2.46 5.01 -5.18
C -2.05 3.98 -4.43
C -2.40 2.70 -4.77
F -3.16 2.48 -5.85
C -1.96 1.63 -4.00
F -2.33 0.41 -4.42
C -1.18 1.81 -2.87
P -0.66 0.50 -1.68
C 1.12 0.39 -2.11
C 1.63 0.50 -3.41
C 3.00 0.45 -3.63
C 3.87 0.29 -2.56
C 3.38 0.18 -1.27
C 2.01 0.23 -1.05
C -1.36 -1.05 -2.35
C -0.64 -1.99 -3.09
C -1.22 -3.19 -3.46
C -2.53 -3.47 -3.09
C -3.26 -2.54 -2.35
C -2.68 -1.34 -1.98
C -0.81 3.12 -2.56
Br 0.29 3.50 -1.09
C -1.24 4.19 -3.33
F -0.89 5.45 -3.04
H 0.95 0.64 -4.24
H 3.38 0.54 -4.64
H 4.94 0.26 -2.74
H 4.05 0.06 -0.43
H 1.62 0.19 -0.03
H 0.38 -1.78 -3.37
H -0.65 -3.91 -4.02
H -2.98 -4.42 -3.36
H -4.27 -2.76 -2.03
H -3.23 -0.62 -1.39
C 1.14 -1.62 4.48
C 1.87 -0.71 3.49
C 2.56 -1.48 2.40
C 3.91 -1.78 2.51
C 4.54 -2.58 1.57
C 3.81 -3.09 0.52
C 2.46 -2.79 0.35
C 1.73 -3.36 -0.86
C 2.50 -3.23 -2.18
C 1.83 -1.98 1.32
N 0.46 -1.63 1.27
C -0.39 -2.59 1.34
C -1.81 -2.43 1.27
C -2.80 -3.42 1.37
C -4.02 -2.74 1.28
C -3.70 -1.39 1.15
N -2.37 -1.19 1.13
H 0.70 -1.00 5.26
H 1.84 -2.33 4.93
H 0.35 -2.18 3.98
H 2.59 -0.08 4.01
H 1.15 -0.02 3.03
H 4.47 -1.37 3.35
H 5.60 -2.82 1.68
H 4.31 -3.73 -0.21
H 0.76 -2.89 -0.96
H 1.53 -4.43 -0.69
H 2.66 -2.18 -2.42
H 1.94 -3.69 -2.99
H 3.48 -3.71 -2.13
H -0.04 -3.63 1.47
H -2.63 -4.48 1.49
H -5.01 -3.17 1.32
H -4.38 -0.55 1.03
O 1.17 4.30 1.59
P 1.41 2.89 2.38
O 2.71 2.96 3.07
O 1.05 1.80 1.42
O 0.13 2.97 3.39
P -0.35 2.06 4.67
O -1.27 3.18 5.41
O 0.77 1.70 5.56
O -1.27 1.04 4.07
H 1.88 4.89 1.86
H -0.78 3.45 6.19
F -3.67 1.46 -0.85
C -3.29 2.28 0.28
F -3.00 3.54 -0.36
H -4.27 2.50 0.74
Cl -3.56 4.87 2.74
C -1.83 5.24 2.81
Cl -1.53 6.98 3.06
H -1.37 4.95 1.88
H -1.41 4.70 3.65

2.
90
Properties=species:S:1:pos:R:3 method="wB97M-V/def2-TZVPD" orbital_gap_ev=5.740 lumo_ha=-0.034 largest_force_ev_per_a=0.45 total_charge=0 energy_ha=-5845.4014
Cs 1.09 -0.10 0.41
C 1.97 -5.20 1.46
C 2.85 -5.71 0.53
C 3.15 -4.95 -0.59
C 2.57 -3.70 -0.74
N 1.73 -3.19 0.17
C 1.44 -3.94 1.23
C 2.84 -2.86 -1.96
C 3.60 -3.34 -3.02
C 3.81 -2.53 -4.12
C 3.25 -1.26 -4.14
C 2.50 -0.87 -3.04
N 2.29 -1.64 -1.98
H 1.69 -5.75 2.35
H 3.30 -6.68 0.67
H 3.84 -5.34 -1.32
H 0.74 -3.50 1.94
H 4.02 -4.33 -3.00
H 4.40 -2.89 -4.96
H 3.38 -0.59 -4.98
H 2.04 0.11 -3.02
N 3.89 0.98 2.53
C 4.31 1.68 1.46
N 5.57 2.11 1.47
C 5.94 2.77 0.38
N 7.19 3.26 0.35
N 5.17 3.00 -0.70
C 3.94 2.52 -0.58
N 3.43 1.88 0.46
C 3.05 2.70 -1.79
C 3.62 3.13 -2.98
C 2.80 3.26 -4.09
C 1.45 2.96 -3.97
C 0.98 2.54 -2.74
N 1.76 2.40 -1.67
H 4.53 0.79 3.27
H 2.94 0.66 2.64
H 7.80 3.13 1.13
H 7.49 3.78 -0.46
H 4.67 3.36 -3.03
H 3.21 3.60 -5.04
H 0.77 3.05 -4.81
H -0.06 2.28 -2.61
C -1.55 5.72 0.42
C -1.52 4.80 1.58
N -1.97 5.05 2.76
N -1.73 3.91 3.47
C -1.15 2.94 2.76
S -0.69 1.41 3.27
N -1.01 3.52 1.52
N -0.42 2.87 0.45
H -1.97 6.67 0.74
H -2.18 5.31 -0.38
H -0.55 5.88 0.01
H -2.00 3.84 4.43
H -1.03 2.91 -0.36
H 0.50 3.25 0.24
O -10.36 0.52 -0.85
S -9.26 0.16 0.02
O -8.46 1.26 0.51
O -9.56 -0.86 1.01
C -8.11 -0.73 -1.09
N -8.61 -1.46 -2.09
C -7.74 -2.09 -2.85
C -6.36 -2.03 -2.65
C -5.95 -1.26 -1.58
N -6.82 -0.62 -0.80
C -4.52 -1.06 -1.20
C -3.45 -1.55 -1.95
C -2.16 -1.27 -1.53
N -1.87 -0.57 -0.44
C -2.90 -0.12 0.28
C -4.22 -0.33 -0.05
H -8.15 -2.69 -3.66
H -5.68 -2.56 -3.30
H -3.61 -2.12 -2.85
H -1.31 -1.64 -2.10
H -2.64 0.45 1.17
H -5.03 0.07 0.55
Br 3.46 -2.07 4.15
C 1.58 -2.11 4.48
C 1.15 -2.71 5.65
C -0.22 -2.79 5.85
C -1.07 -2.28 4.88
C -0.52 -1.69 3.76
N 0.80 -1.59 3.56
H 1.85 -3.11 6.37
H -0.62 -3.25 6.75
H -2.15 -2.33 4.99
H -1.15 -1.28 2.98

3.
77
Properties=species:S:1:pos:R:3 method="wB97M-V/def2-TZVPD" orbital_gap_ev="7.436 / 4.974" multiplicity=5 lumo_ha="-0.325 / -0.415" largest_force_ev_per_a=1.81 total_charge=+3 energy_ha=-5186.9432
Ir -0.67 1.36 0.80
Cl -2.48 1.27 7.92
C -2.36 1.11 6.26
C -3.19 0.24 5.56
C -3.05 0.10 4.20
Cl -3.98 -1.00 3.32
C -2.07 0.86 3.45
O -1.96 0.56 2.24
C -1.29 1.82 4.17
C -0.28 2.75 3.56
O 0.05 2.82 2.37
C -1.41 1.91 5.52
H -3.87 -0.41 6.11
H 0.16 3.42 4.29
H -0.76 2.58 6.08
C -2.30 3.15 -6.37
C -1.60 2.93 -5.03
C -2.59 2.46 -3.96
N -2.00 2.53 -2.60
C -0.84 2.01 -2.25
S -0.06 2.74 -0.84
N -0.15 1.06 -2.91
C -0.47 0.04 -3.88
O 0.31 -0.14 -4.77
C -1.65 -0.78 -3.60
C -2.08 -1.57 -4.66
C -3.17 -2.42 -4.45
C -3.81 -2.44 -3.23
C -3.45 -1.56 -2.24
C -2.35 -0.74 -2.40
H -1.53 3.39 -7.12
H -3.04 3.95 -6.34
H -2.70 2.19 -6.71
H -1.14 3.88 -4.71
H -0.83 2.16 -5.14
H -2.92 1.43 -4.10
H -3.48 3.12 -3.97
H -2.31 3.28 -1.99
H 0.84 1.11 -2.75
H -1.55 -1.55 -5.59
H -3.49 -3.05 -5.26
H -4.66 -3.10 -3.07
H -4.04 -1.50 -1.31
H -2.07 -0.08 -1.57
C 0.98 -1.34 -1.18
Ge 1.13 -0.38 0.43
C 2.69 0.73 0.51
C 3.35 1.10 -0.66
C 4.39 2.01 -0.63
C 4.79 2.55 0.59
C 4.15 2.22 1.76
C 3.12 1.29 1.72
C 1.07 -1.71 1.90
C -0.14 -2.03 2.51
C -0.20 -3.06 3.46
C 0.93 -3.83 3.81
C 2.12 -3.55 3.13
C 3.26 -4.40 3.42
C 4.46 -4.24 2.72
C 4.57 -3.25 1.76
C 3.47 -2.41 1.49
C 2.24 -2.52 2.16
H 1.58 -2.25 -1.06
H 1.38 -0.70 -1.92
H -0.04 -1.64 -1.41
H 3.09 0.64 -1.62
H 4.95 2.32 -1.50
H 5.62 3.24 0.62
H 4.43 2.72 2.67
H 2.68 0.98 2.70
H -1.07 -1.56 2.20
H -1.12 -3.29 3.99
H 0.89 -4.62 4.52
H 3.14 -5.19 4.17
H 5.31 -4.86 2.86
H 5.45 -3.11 1.19
H 3.60 -1.71 0.69

4.
83
Properties=species:S:1:pos:R:3 method="wB97M-V/def2-TZVPD" orbital_gap_ev="6.379 / 6.105" multiplicity=5 lumo_ha="-0.105 / -0.169" largest_force_ev_per_a=0.59 total_charge=+1 energy_ha=-2760.6959
Os 0.73 -1.09 0.19
C 1.33 -3.31 2.09
N 1.11 -1.83 2.08
C -0.02 -1.42 2.95
C -1.41 -1.97 2.62
N -1.49 -1.27 0.17
C -1.81 -1.59 -1.25
C -2.84 -2.39 -1.76
F -3.67 -3.09 -1.01
C -3.03 -2.56 -3.13
F -4.03 -3.32 -3.53
C -2.20 -1.98 -4.05
F -2.39 -2.15 -5.34
C -1.14 -1.23 -3.59
F -0.26 -0.71 -4.43
C -0.98 -1.07 -2.24
F 0.15 -0.37 -1.89
C 2.36 -1.15 2.56
C 3.40 -1.11 1.46
N 2.71 -1.10 0.16
C 3.47 -1.38 -0.99
C 2.89 -2.03 -2.07
F 1.61 -2.46 -1.94
C 3.54 -2.32 -3.24
F 2.90 -2.95 -4.22
C 4.87 -1.97 -3.37
F 5.52 -2.24 -4.49
C 5.50 -1.34 -2.32
F 6.76 -0.97 -2.44
C 4.81 -1.05 -1.16
F 5.47 -0.37 -0.21
H 1.54 -3.62 3.12
H 2.17 -3.56 1.46
H 0.44 -3.82 1.73
H -0.05 -0.34 2.93
H 0.21 -1.72 3.97
H -2.10 -1.28 3.11
H -1.56 -2.94 3.11
H 2.73 -1.67 3.44
H 2.08 -0.14 2.85
H 4.09 -1.95 1.52
H 3.99 -0.20 1.60
C -3.48 2.71 -1.87
C -2.05 2.17 -1.81
C -1.38 2.25 -3.19
C -1.19 2.89 -0.77
C -1.10 4.27 -0.85
C -0.28 5.00 -0.01
C 0.48 4.33 0.93
C 0.41 2.95 1.05
C 1.25 2.26 2.11
C 2.75 2.53 1.92
C 0.80 2.63 3.53
C -0.45 2.22 0.22
N -0.53 0.80 0.37
C -1.72 0.15 0.50
C -2.93 0.66 0.90
C -4.13 0.00 1.19
C -4.35 -1.39 1.35
C -3.44 -2.39 1.36
C -1.97 -2.23 1.21
F -1.45 -3.45 0.75
H -4.10 2.06 -2.50
H -3.51 3.71 -2.30
H -3.93 2.75 -0.87
H -2.12 1.12 -1.54
H -1.30 3.29 -3.52
H -1.98 1.71 -3.94
H -0.37 1.83 -3.18
H -1.68 4.80 -1.61
H -0.22 6.08 -0.09
H 1.14 4.89 1.59
H 1.08 1.20 1.97
H 2.96 3.60 1.93
H 3.09 2.14 0.95
H 3.34 2.06 2.72
H 1.08 3.65 3.77
H 1.26 1.97 4.27
H -0.29 2.55 3.62
H -2.93 1.74 1.01
H -4.99 0.64 1.35
H -5.38 -1.69 1.55
H -3.76 -3.41 1.54

5.
83
Properties=species:S:1:pos:R:3 method="wB97M-V/def2-TZVPD" orbital_gap_ev=4.720 lumo_ha=0.114 largest_force_ev_per_a=0.24 total_charge=-2 energy_ha=-2661.5876
Na -0.78 -1.79 -1.00
C 2.69 0.97 2.14
C 1.65 0.30 1.46
N 1.44 0.41 0.17
C 2.26 1.20 -0.57
C 3.36 1.88 0.01
C 3.54 1.75 1.41
C 4.24 2.65 -0.78
C 4.01 2.71 -2.13
C 2.91 2.07 -2.73
C 1.98 1.33 -2.00
N 0.91 0.67 -2.47
C 0.28 0.94 -3.63
C 0.14 2.18 -4.27
C -0.62 2.34 -5.44
C -1.25 1.29 -6.04
C -1.17 0.01 -5.44
C -1.78 -1.13 -6.00
C -1.67 -2.35 -5.39
C -0.96 -2.42 -4.17
N -0.39 -1.38 -3.61
C -0.46 -0.17 -4.23
H 2.80 0.86 3.21
H 0.98 -0.35 2.00
H 4.36 2.28 1.89
H 5.08 3.16 -0.32
H 4.69 3.26 -2.77
H 2.80 2.14 -3.81
H 0.62 3.05 -3.84
H -0.68 3.33 -5.87
H -1.82 1.42 -6.96
H -2.33 -1.03 -6.93
H -2.12 -3.24 -5.80
H -0.88 -3.35 -3.64
C -0.61 2.95 1.39
N -1.55 2.46 0.40
C -1.41 3.14 -0.87
C -1.85 1.09 0.33
N -1.90 0.39 -0.74
N -2.21 0.58 1.57
C -2.05 -0.73 2.02
N -2.44 -0.85 3.34
N -1.64 -1.67 1.27
H -0.88 3.98 1.64
H 0.41 2.94 1.01
H -0.65 2.37 2.31
H -1.44 4.22 -0.68
H -2.24 2.89 -1.53
H -0.48 2.90 -1.38
H -1.46 0.89 -1.50
H -2.38 1.25 2.30
H -2.38 0.00 3.91
H -2.06 -1.66 3.80
H -1.57 -2.54 1.80
O -2.29 -3.69 -1.53
N -1.81 -4.83 -1.62
N -0.52 -4.89 -1.44
O 0.24 -3.86 -1.18
C 0.08 -6.17 -1.55
C -0.65 -7.32 -1.81
C 0.00 -8.54 -1.91
C 1.38 -8.63 -1.75
C 2.10 -7.47 -1.49
C 1.46 -6.25 -1.39
H -1.72 -7.25 -1.94
H -0.58 -9.43 -2.11
H 1.88 -9.59 -1.82
H 3.17 -7.52 -1.36
H 2.00 -5.33 -1.19
I 1.17 6.80 8.14
C 0.25 5.12 7.27
C 0.31 3.90 7.93
C -0.31 2.80 7.35
C -0.97 2.91 6.13
C -1.00 4.14 5.49
C -0.39 5.26 6.06
C -1.64 1.68 5.51
O -1.57 0.62 6.16
O -2.21 1.87 4.40
H 0.82 3.81 8.88
H -0.29 1.83 7.83
H -1.52 4.21 4.55
H -0.42 6.21 5.55